1.
16
Properties=species:S:1:pos:R:3 method="wB97M-V/def2-TZVPD" e_above_lowest_kj_mol=83.0 homo_ha=-0.4191 charge=0 smiles=CC.CC e_lumo_ev=1.121
C -0.028 0.031 2.636
C -0.322 1.064 1.516
H 0.446 0.518 3.479
H -1.010 -0.267 3.000
H 0.465 -0.787 2.121
H -0.394 2.082 1.958
H -1.323 0.963 1.091
H 0.292 1.277 0.656
C 0.374 -0.350 -1.357
C 0.126 -0.930 -2.741
H -0.062 0.652 -1.232
H -0.346 -0.802 -0.662
H 1.384 -0.299 -0.961
H -0.353 -1.902 -2.821
H 1.103 -1.014 -3.245
H -0.352 -0.238 -3.438

2.
84
Properties=species:S:1:pos:R:3 method="wB97M-V/def2-TZVPD" homo_ha="-0.3904 / -0.3953" charge=+1 spin_multiplicity=5 e_lumo_ev="-4.295 / -3.509"
Mn 0.035 -0.084 -0.139
C -0.779 -1.919 0.774
C 0.600 -2.091 0.391
C 0.510 -0.517 2.103
C -0.829 -0.931 1.817
C 1.397 -1.215 1.213
C -1.933 -2.751 0.334
H -1.731 -3.236 -0.628
H -2.848 -2.147 0.241
H -2.140 -3.544 1.071
C -2.037 -0.591 2.610
H -2.954 -0.830 2.056
H -2.065 0.479 2.844
H -2.070 -1.148 3.557
C 0.941 0.324 3.240
H 1.001 -0.249 4.175
H 0.238 1.154 3.400
H 1.930 0.764 3.058
C 2.882 -1.156 1.250
H 3.290 -1.785 2.057
H 3.235 -0.132 1.429
H 3.318 -1.518 0.309
C 1.145 -3.090 -0.572
H 1.517 -3.981 -0.038
H 1.992 -2.671 -1.140
H 0.373 -3.423 -1.281
C -2.164 0.961 -7.083
C -2.074 -0.373 -7.128
C -1.097 -1.170 -7.943
C 0.214 -0.443 -8.354
C 1.032 0.100 -7.217
C 0.923 1.283 -6.600
C -0.024 2.390 -6.961
C -1.291 1.978 -7.760
H -1.588 -1.514 -8.869
H -0.018 0.306 -9.120
H -0.821 -2.084 -7.396
H -0.996 1.694 -8.776
H -2.999 1.405 -6.525
H -2.843 -0.974 -6.624
H -1.896 2.890 -7.861
H -0.346 2.911 -6.046
H 1.657 1.541 -5.824
H 0.515 3.145 -7.560
H 0.838 -1.200 -8.850
H 1.836 -0.576 -6.901
P -1.143 0.097 -2.176
P 1.626 1.381 -1.224
C -0.302 1.318 -3.296
C 0.604 2.271 -2.510
H -1.087 1.874 -3.829
H 0.274 0.759 -4.049
H 1.304 2.815 -3.162
H 0.006 3.007 -1.949
C 2.483 2.690 -0.317
H 3.103 2.218 0.453
H 1.713 3.290 0.182
H 3.108 3.344 -0.931
C 2.968 0.499 -2.101
H 3.431 1.168 -2.840
H 2.582 -0.404 -2.591
H 3.718 0.210 -1.351
C -2.865 0.666 -2.001
H -3.378 -0.039 -1.331
H -3.398 0.704 -2.963
H -2.874 1.648 -1.516
C -1.200 -1.476 -3.114
H -0.209 -1.949 -3.113
H -1.521 -1.310 -4.154
H -1.912 -2.156 -2.627
Br 1.414 3.758 2.800
C -0.410 4.184 3.063
C -0.667 5.117 4.085
C -1.965 5.535 4.379
C -3.025 5.000 3.644
C -2.792 4.070 2.637
C -1.495 3.653 2.310
C -1.382 2.652 1.169
O -2.456 2.205 0.685
O -0.214 2.312 0.814
H 0.162 5.542 4.655
H -2.140 6.290 5.153
H -4.044 5.317 3.840
H -3.630 3.647 2.088

The total energy results, record by record, are as follows: -159.55336, -5767.44048 hartree.